Formula: C3H2NO3
Source: the Open Molecules 2025 dataset
Level of theory: ωB97M-V/def2-TZVPD

```
9
Properties=species:S:1:pos:R:3:forces:R:3
C 0.1601 -0.3914 0.4156 0.3763 -1.1759 0.3618
C 1.5976 -0.6624 0.4468 -1.3235 -0.0222 -0.3989
C -1.3776 -1.5061 0.0778 3.5066 -0.2791 0.0773
N 2.6711 -0.7778 0.0523 2.6334 -0.5053 0.4000
O -2.2030 -0.7129 0.2646 -4.0548 3.3976 0.7657
O -1.2599 -2.6408 -0.2380 0.9920 -2.2351 -0.5724
O 3.9213 -0.9217 -0.1558 -1.5579 0.1764 -0.0359
H -0.1663 0.1544 1.2828 -0.0439 -0.1243 0.6051
H 0.1055 0.3114 -0.3706 -0.5281 0.7680 -1.2028
```
Forces are in eV/Å.

The relative energy (zero: lowest compared OMol25 entry of this formula, charge and spin) comes out at 79.0 kcal per mole. The calculation puts the gap between HOMO and LUMO at 8.129 eV. As for the molecular weight: 100.05 Da. For the HOMO energy, the calculation gives -4.1 eV. The net charge is -1.

Löwdin population analysis, charges in e, atoms 1 to 8: -0.0924 -0.0431 -0.7263 -0.1342 0.0247 0.0307 -0.1585 0.0509